Record 1
Here is a single C11H20N2O5 molecule in a non-equilibrium geometry from the Open Molecules 2025 dataset. Energies are from ωB97M-V with the def2-TZVPD basis set.

As for the SMILES: CC[C@H](C)[C@H](NC(=O)[C@@H](N)CCC(=O)O)C(=O)O. As for the LUMO energy: 0.0223 Ha. The relative energy (zero: lowest compared OMol25 entry of this formula, charge and spin) is 179.5 kJ/mol. As for the HOMO energy: -9.4653 eV. For the maximum force, the calculation gives 4.04 eV/A.

Last column: Löwdin charge in e.
CARTESIAN COORDINATES (ANGSTROEM)
C: 3.451 2.512 0.553  -0.12
C: 2.827 1.533 -0.427  -0.23
C: 1.872 0.524 0.278  -0.32
C: 2.510 -0.326 1.474  0.00
C: 1.135 -0.386 -0.643  -0.21
N: 0.074 -1.119 0.082  0.09
C: -0.899 -0.465 0.793  -0.38
O: -0.852 0.719 1.195  0.04
C: -2.228 -1.337 0.837  -0.24
N: -3.231 -0.689 1.769  0.04
C: -2.944 -1.452 -0.525  -0.16
C: -3.915 -0.316 -0.814  -0.10
C: -3.182 0.940 -1.146  -0.51
O: -2.096 0.929 -1.692  0.09
O: -3.860 2.092 -0.945  0.14
C: 2.057 -1.449 -1.070  -0.50
O: 2.249 -2.587 -0.792  0.14
O: 2.956 -0.827 -1.899  0.06
H: 4.112 1.928 1.238  0.08
H: 4.159 3.166 -0.066  0.10
H: 2.721 2.967 1.144  0.05
H: 2.161 2.147 -1.156  0.14
H: 3.630 0.896 -0.959  0.12
H: 1.102 1.161 0.621  0.10
H: 2.754 0.279 2.273  0.04
H: 1.776 -1.156 1.711  0.10
H: 3.508 -0.678 1.065  0.11
H: 0.619 0.197 -1.422  0.18
H: 0.155 -2.171 0.129  0.17
H: -1.902 -2.354 1.143  0.14
H: -3.458 -1.281 2.556  0.07
H: -2.778 0.206 1.981  0.07
H: -2.202 -1.639 -1.280  0.10
H: -3.478 -2.360 -0.600  0.10
H: -4.612 -0.240 -0.013  0.10
H: -4.493 -0.530 -1.750  0.15
H: -3.239 2.674 -1.296  0.08
H: 3.543 -1.509 -2.347  0.16

Atomic forces in eV per Å
2.9 -1.4 -1.5
-0.3 -1.0 -1.1
1.8 0.8 1.3
-0.4 -0.9 -3.6
-2.2 -1.3 1.1
-0.2 -0.4 0.6
-1.1 0.7 -0.6
-0.4 -2.6 -0.8
-0.6 0.8 1.2
1.6 -0.6 -0.9
0.8 0.3 -0.1
0.3 -0.5 -1.4
0.1 -0.3 -0.5
-0.4 0.4 0.4
-1.1 -2.3 0.9
2.8 1.2 -2.7
-1.3 -1.2 0.9
0.7 -1.2 -1.4
-0.3 0.5 -0.3
-1.2 -0.3 1.3
-1.0 1.3 0.7
1.3 -1.2 0.7
-1.2 1.7 0.6
-0.7 0.5 1.0
0.1 1.2 1.9
1.4 0.9 0.1
-1.1 -0.3 0.6
0.6 -0.4 -0.2
-0.3 1.8 -0.3
-0.4 0.5 0.1
0.4 0.4 0.2
-0.5 -0.3 0.7
0.4 0.6 -0.7
-1.0 -1.1 0.6
-0.4 0.4 0.5
0.4 0.0 0.7
1.6 2.6 -1.0
-1.0 0.9 1.1

=====

Record 2
Here is 2 unconnected molecules or ions with the total composition C18H16O8S in a non-equilibrium geometry from the Open Molecules 2025 dataset. Energies are from ωB97M-V with the def2-TZVPD basis set.

Its charge is -2. As for the LUMO energy: 0.0556 Ha. As for the HOMO energy: 0.1811 eV. For the maximum force, the calculation gives 8.53 eV/A.

Last column: Löwdin charge in e.
CARTESIAN COORDINATES (ANGSTROEM)
C: 3.669 -2.608 0.464  -0.12
C: 4.392 -1.756 -0.777  -0.24
O: 3.342 -1.262 -1.684  -0.25
C: 3.365 0.234 -1.763  -0.13
C: 2.825 0.906 -0.369  -0.14
O: 1.765 1.912 -0.528  -0.12
C: 0.484 1.482 0.052  -0.10
C: 0.230 0.923 1.571  0.02
C: -1.225 0.451 2.195  0.01
C: -2.541 0.599 1.220  -0.05
C: -2.355 1.207 -0.327  -0.04
C: -0.878 1.616 -0.910  0.08
C: -3.785 1.347 -1.179  -0.20
O: -4.043 2.443 -1.932  -0.06
C: -4.843 0.092 -0.982  -0.03
C: -5.709 -0.474 -2.261  -0.01
C: -6.706 -1.749 -1.986  -0.07
C: -6.842 -2.423 -0.467  -0.07
C: -6.012 -1.844 0.858  0.00
C: -5.004 -0.563 0.547  -0.02
C: -4.070 0.156 1.733  -0.21
O: -4.507 0.395 2.973  -0.06
H: 4.355 -2.698 1.413  0.08
H: 3.372 -3.704 0.147  0.06
H: 2.665 -2.097 0.834  0.07
H: 4.988 -0.884 -0.232  0.13
H: 5.159 -2.496 -1.265  0.11
H: 2.771 0.558 -2.723  0.13
H: 4.520 0.504 -1.903  0.15
H: 3.759 1.478 0.105  0.12
H: 2.581 0.030 0.367  0.11
H: 1.161 0.809 2.309  0.12
H: -1.279 0.027 3.301  0.11
H: -0.799 2.007 -2.025  0.11
H: -5.549 0.070 -3.296  0.10
H: -7.308 -2.172 -2.916  0.08
H: -7.557 -3.352 -0.360  0.07
H: -6.109 -2.322 1.940  0.10
O: 6.965 2.069 2.784  -0.49
S: 6.343 2.632 1.571  0.11
O: 5.402 3.700 1.952  -0.49
O: 5.616 1.569 0.854  -0.49
O: 7.390 3.188 0.695  -0.49

Atomic forces in eV per Å
-0.5 -0.2 0.2
-0.1 -0.4 2.4
1.3 1.1 0.7
0.9 0.0 0.0
3.0 -0.6 0.6
-4.2 -2.5 1.9
-3.0 -0.5 0.3
-1.8 -0.1 -1.1
0.3 1.8 -4.5
2.4 0.5 -0.6
2.0 -0.6 1.9
-1.0 -1.0 3.1
0.0 4.0 -2.0
1.4 -7.2 4.4
-2.0 -2.2 0.4
-0.1 -1.5 4.5
2.3 1.7 2.7
2.2 2.8 -0.6
0.5 2.1 -4.6
-1.3 -1.0 -2.0
-0.6 1.2 3.4
2.5 -1.8 -7.4
-1.1 0.3 -2.0
0.6 2.1 0.4
2.1 -0.9 -0.9
-1.2 -1.5 -1.4
-1.6 1.5 0.4
1.0 -0.7 2.0
-2.6 -0.1 0.4
-1.6 -1.0 -0.7
0.0 1.8 -1.5
-2.2 0.4 -2.0
0.0 1.1 -2.7
-0.1 -0.9 2.7
-0.5 -1.4 2.4
1.4 0.9 2.4
1.6 2.1 -0.2
0.3 1.2 -2.7
0.2 -0.6 0.6
0.9 1.1 0.8
-0.8 0.5 0.1
-1.3 -1.6 -1.1
0.5 0.2 -0.7

=====

Record 3
Here is a single CH3NOSi molecule in a non-equilibrium geometry from the Open Molecules 2025 dataset. Energies are from ωB97M-V with the def2-TZVPD basis set.

As for the SMILES: N#CO[SiH3]. As for the LUMO energy: 0.0140 Ha. The relative energy (zero: lowest compared OMol25 entry of this formula, charge and spin) is 95.4 kJ/mol. As for the HOMO energy: -11.0673 eV. For the maximum force, the calculation gives 1.17 eV/A.

Last column: Löwdin charge in e.
CARTESIAN COORDINATES (ANGSTROEM)
N: -3.925 -0.345 0.000  0.15
C: -2.865 0.085 0.000  -0.45
O: -1.720 0.592 0.000  -0.20
Si: -0.148 0.084 0.000  0.67
H: 0.073 -0.706 1.206  -0.05
H: 0.073 -0.706 -1.206  -0.05
H: 0.490 1.390 0.000  -0.05

Atomic forces in eV per Å
-1.1 -0.4 0.0
-0.3 -0.4 0.0
0.3 1.1 0.0
0.3 -0.1 0.0
0.1 -0.1 0.2
0.1 -0.1 -0.2
0.5 0.1 0.0

=====

What did we get for HOMO-LUMO gap? Answer: 10.07, 1.33, 11.45 eV, in the order shown.